(1)
The following is a DFT calculation (ωB97M-V with the def2-TZVPD basis set) of a structure of composition C20H31I2LaNO3S2Tl in a non-equilibrium geometry.

Output
- HOMO (alpha / beta) (eV) = -19.04 / -19.05
- orbital gap (alpha / beta) (eV) = 4.48 / 4.20
- net charge = +4

Element x y z (Å)
I 2.172 -1.748 -3.394
I 1.150 -4.317 -3.003
Tl -1.919 -3.605 -0.748
La -0.318 0.015 -0.214
S -1.370 -1.306 -2.254
S 0.536 -2.563 0.194
C -1.970 2.325 -1.126
C -2.701 -0.996 -3.427
C 1.028 -2.748 1.918
C -3.119 -2.203 -4.273
C -3.861 -0.530 -2.550
C -2.152 0.143 -4.293
C 1.308 -4.247 2.176
C -0.110 -2.221 2.795
C 2.271 -1.866 2.096
C -4.368 -3.577 -1.431
C -2.164 -4.559 1.747
O -2.541 3.146 -1.727
O -5.344 -4.148 -1.567
O -2.533 -5.375 2.468
H -3.587 -2.998 -3.673
H -2.279 -2.607 -4.859
H -3.893 -1.875 -4.987
H -4.221 -1.358 -1.919
H -4.652 -0.200 -3.235
H -3.521 0.313 -1.927
H -1.911 1.005 -3.655
H -2.920 0.466 -5.004
H -1.257 -0.189 -4.841
H 1.710 -4.428 3.186
H 2.045 -4.656 1.464
H 0.388 -4.842 2.110
H 0.237 -2.340 3.830
H -1.049 -2.778 2.657
H -0.299 -1.140 2.642
H 2.658 -1.977 3.115
H 2.023 -0.796 2.003
H 3.072 -2.112 1.382
C 1.131 5.474 2.252
N 1.249 4.000 2.363
C 0.744 3.501 3.674
C 0.632 3.255 1.141
C 1.758 2.574 0.380
C 2.932 3.262 -0.026
C 3.965 2.544 -0.670
C 3.867 1.172 -0.925
C 2.762 0.479 -0.428
C 1.755 1.190 0.209
H 0.078 5.751 2.321
H 1.548 5.777 1.289
H 1.704 5.908 3.073
H 2.265 3.805 2.350
H -0.320 3.724 3.750
H 0.918 2.423 3.729
H 1.299 4.019 4.457
H -0.129 2.583 1.569
H 0.072 4.018 0.586
H 3.029 4.350 0.190
H 4.875 3.070 -0.957
H 4.639 0.624 -1.471
H 2.685 -0.611 -0.535

Atoms 1-2, force components in eV/Å:
I -0.5 -1.2 0.2
I 0.4 1.1 -0.3

---

(2)
The following is a DFT calculation (ωB97M-V with the def2-TZVPD basis set) of a cluster of 2 separate species, C2H5FNO in total in a non-equilibrium geometry.

Output
- HOMO (eV) = -3.28
- orbital gap (eV) = 8.02
- net charge = -1
- relative energy (zero: lowest compared OMol25 entry of this formula, charge and spin) (kJ/mol) = 429.8

Element x y z (Å)
C 0.753 -0.489 -0.664
C -2.047 0.974 0.185
N -2.636 -0.164 0.203
O -2.159 -1.345 -0.054
F -3.092 2.008 0.550
H 1.302 0.385 -0.841
H 0.633 -1.040 -1.595
H 1.444 -0.909 0.062
H -0.266 -0.400 -0.164
H -3.708 0.005 0.470

Atoms 1-2, force components in eV/Å:
C -1.2 -0.9 1.2
C 0.2 1.5 0.1

---

(3)
The following is a DFT calculation (ωB97M-V with the def2-TZVPD basis set) of a structure of composition C37H52BFHfN9O3S3 in a non-equilibrium geometry.

Output
- HOMO (eV) = -14.82
- orbital gap (eV) = 7.59
- net charge = +3
- relative energy (zero: lowest compared OMol25 entry of this formula, charge and spin) (kJ/mol) = 114.9

Element x y z (Å)
Hf 0.652 -0.272 0.361
C 3.576 1.851 3.918
C 2.593 1.016 4.734
C 2.833 -0.472 4.516
C 2.761 1.390 6.208
N 1.144 1.292 4.358
C 0.129 1.136 5.288
C -1.037 1.344 4.651
N -0.753 1.604 3.327
B -1.952 1.859 2.366
N -1.574 2.694 1.098
C -1.458 4.060 1.244
C -1.082 4.577 0.057
N -0.973 3.524 -0.832
C -1.268 2.391 -0.172
S -1.253 0.782 -0.878
C -0.570 3.681 -2.291
C 0.717 2.893 -2.542
C -1.722 3.213 -3.173
C -0.301 5.158 -2.562
N -2.711 0.538 2.036
C -4.053 0.651 1.742
C -4.520 -0.575 1.456
N -3.461 -1.459 1.582
C -2.356 -0.750 1.906
S -0.751 -1.435 2.142
C -3.593 -2.927 1.232
C -2.924 -3.134 -0.119
C -2.990 -3.813 2.322
C -5.080 -3.261 1.129
C 0.574 1.549 3.166
S 1.403 1.782 1.642
H 4.543 1.789 4.416
H 3.288 2.902 3.881
H 3.697 1.484 2.903
H 3.856 -0.713 4.806
H 2.699 -0.737 3.463
H 2.155 -1.073 5.125
H 3.822 1.344 6.449
H 2.254 0.701 6.883
H 2.416 2.405 6.408
H 0.319 0.924 6.323
H -2.045 1.346 5.027
H -2.734 2.536 2.979
H -1.664 4.549 2.180
H -0.905 5.597 -0.221
H 0.535 1.829 -2.672
H 1.428 3.041 -1.725
H 1.183 3.267 -3.453
H -1.972 2.166 -3.014
H -1.428 3.330 -4.216
H -2.611 3.822 -3.002
H 0.541 5.541 -1.982
H -1.179 5.781 -2.385
H -0.044 5.251 -3.615
H -4.567 1.595 1.795
H -5.517 -0.890 1.218
H -1.856 -2.922 -0.064
H -3.374 -2.489 -0.877
H -3.068 -4.170 -0.435
H -1.909 -3.740 2.378
H -3.252 -4.846 2.094
H -3.409 -3.571 3.300
H -5.561 -2.776 0.279
H -5.620 -3.012 2.043
H -5.166 -4.335 0.975
C 5.517 -5.942 -2.234
C 5.087 -5.599 -0.820
N 3.833 -4.805 -0.781
C 3.932 -3.471 -0.709
C 2.842 -2.658 -0.721
C 2.706 -1.232 -0.338
O 2.550 -1.017 0.912
O 2.222 -0.374 -1.137
C 1.519 -3.186 -0.671
O 0.530 -2.392 -0.519
C 1.427 -4.615 -0.717
C 0.175 -5.253 -0.713
C 0.088 -6.599 -0.805
F -1.130 -7.168 -0.739
C 1.228 -7.434 -0.944
C 2.462 -6.803 -0.938
C 2.582 -5.409 -0.806
N 1.113 -8.814 -1.078
C 2.160 -9.722 -0.639
C 2.633 -10.583 -1.805
N 1.426 -10.937 -2.662
C 0.150 -10.924 -1.861
C -0.145 -9.493 -1.416
H 6.444 -6.513 -2.207
H 5.697 -5.040 -2.819
H 4.762 -6.532 -2.756
H 5.841 -5.001 -0.313
H 4.934 -6.482 -0.204
H 4.940 -3.077 -0.657
H -0.728 -4.666 -0.617
H 3.354 -7.391 -1.087
H 1.784 -10.352 0.170
H 3.009 -9.187 -0.227
H 3.082 -11.515 -1.468
H 3.333 -10.064 -2.455
H 1.564 -11.850 -3.099
H 1.344 -10.263 -3.425
H 0.301 -11.614 -1.035
H -0.651 -11.308 -2.487
H -0.845 -9.545 -0.581
H -0.637 -8.960 -2.227

Atoms 1-2, force components in eV/Å:
Hf -1.5 0.3 0.5
C 0.0 0.1 0.0

---

(4)
The following is a DFT calculation (ωB97M-V with the def2-TZVPD basis set) of a cluster of 2 separate species, C3H6O3S2 in total in a non-equilibrium geometry.

Output
- HOMO (alpha / beta) (eV) = -6.88 / -6.88
- orbital gap (alpha / beta) (eV) = 5.82 / 5.82
- net charge = 0
- relative energy (zero: lowest compared OMol25 entry of this formula, charge and spin) (kJ/mol) = 397.4

Element x y z (Å)
C 2.316 -0.324 -0.717
C 0.822 -0.454 -0.669
C -0.821 1.100 0.175
O 1.687 -0.725 0.459
O -0.548 1.041 1.463
O 0.025 0.644 -0.842
S -2.043 2.044 -0.461
S -2.410 -1.456 0.427
H 2.761 -1.148 -1.194
H 2.758 0.644 -0.653
H 0.474 -1.290 -1.337
H -0.072 0.288 1.797
H -2.600 2.358 0.650
H -2.349 -2.722 0.902

Atoms 1-2, force components in eV/Å:
C -1.6 0.6 -0.1
C 2.9 -2.3 -1.5

---

(5)
The following is a DFT calculation (ωB97M-V with the def2-TZVPD basis set) of a structure of composition C27H46BrNOP2PbS in a non-equilibrium geometry.

Output
- HOMO (eV) = -12.97
- orbital gap (eV) = 6.62
- net charge = +2
- relative energy (zero: lowest compared OMol25 entry of this formula, charge and spin) (kJ/mol) = 0.0

Element x y z (Å)
N 1.174 5.852 -1.721
C 1.800 5.380 -0.636
C 2.164 4.033 -0.507
C 1.971 3.147 -1.589
C 1.318 3.672 -2.731
C 0.953 5.028 -2.748
C 2.405 1.754 -1.526
Pb -0.046 0.479 0.171
P -0.063 -2.174 0.920
C 2.086 0.778 -2.438
C 2.484 -0.623 -2.325
C 1.999 -1.555 -3.271
C 2.389 -2.887 -3.227
C 3.175 -3.346 -2.160
C 3.670 -2.440 -1.207
C 3.300 -1.096 -1.270
Br 3.660 -5.188 -2.067
H 3.095 1.514 -0.717
H 1.496 1.026 -3.329
H 2.614 3.677 0.420
H 1.160 3.054 -3.610
H 2.013 6.086 0.168
H 0.466 5.457 -3.635
H 1.319 -1.199 -4.045
H 3.639 -0.396 -0.500
H 2.102 -3.564 -4.018
H 4.356 -2.790 -0.447
P -2.571 1.306 -0.772
C 1.433 -2.561 1.908
C 1.970 -3.990 1.944
H 1.215 -2.230 2.933
H 2.210 -1.879 1.519
H 2.810 -4.017 2.648
H 1.237 -4.712 2.318
H 2.349 -4.338 0.976
C -0.014 -3.340 -0.498
C -0.625 -4.731 -0.310
H 1.037 -3.426 -0.807
H -0.517 -2.814 -1.328
H -0.531 -5.279 -1.256
H -0.098 -5.325 0.447
H -1.689 -4.690 -0.050
C -1.547 -2.573 1.918
C -1.470 -3.687 2.959
H -2.351 -2.800 1.204
H -1.827 -1.622 2.406
H -2.443 -3.749 3.463
H -1.290 -4.668 2.507
H -0.714 -3.508 3.730
C -3.851 1.684 0.474
C -3.954 0.623 1.568
H -4.809 1.783 -0.060
H -3.601 2.670 0.905
H -4.768 0.889 2.249
H -4.182 -0.372 1.171
H -3.034 0.552 2.167
C -3.279 -0.024 -1.812
C -2.338 -0.489 -2.918
H -4.217 0.361 -2.241
H -3.541 -0.855 -1.138
H -2.798 -1.314 -3.469
H -2.134 0.299 -3.650
H -1.372 -0.852 -2.538
C -2.566 2.792 -1.842
C -2.203 4.085 -1.112
H -3.572 2.868 -2.285
H -1.847 2.594 -2.658
H -2.101 4.896 -1.841
H -2.976 4.390 -0.397
H -1.244 4.005 -0.577
C 2.466 2.082 4.006
S 1.028 1.118 3.506
C -0.172 2.069 4.446
O 0.778 1.590 2.052
H 2.597 1.959 5.088
H 2.294 3.142 3.744
H 3.336 1.672 3.475
H -0.134 3.117 4.094
H -1.165 1.623 4.273
H 0.087 2.000 5.508

Atoms 1-2, force components in eV/Å:
N 0.3 0.1 0.1
C -0.4 -0.6 -0.4

---

(6)
The following is a DFT calculation (ωB97M-V with the def2-TZVPD basis set) of the molecule C16H21N3O5S.

Output
- HOMO (eV) = -8.15
- orbital gap (eV) = 8.39
- net charge = 0
- SMILES string = CC1(C)Cc2c(sc(NC(=O)C(=O)N3CCOCC3)c2C(N)=O)CO1
- relative energy (zero: lowest compared OMol25 entry of this formula, charge and spin) (kJ/mol) = 103.5

Element x y z (Å)
C -0.546 -2.804 -4.053
H -1.147 -3.698 -4.189
H 0.318 -2.857 -4.710
H -0.216 -2.769 -3.017
C -1.399 -1.569 -4.375
C -1.781 -1.563 -5.859
H -2.321 -2.476 -6.098
H -0.894 -1.499 -6.484
H -2.429 -0.717 -6.075
C -0.598 -0.290 -4.037
C -0.538 -0.127 -2.553
C -1.741 -0.241 -1.920
S -1.654 0.041 -0.215
C 0.040 0.351 -0.372
C 0.522 0.186 -1.657
C 1.969 0.309 -1.906
O 2.706 0.949 -1.174
N 2.448 -0.354 -2.989
H 1.909 -1.070 -3.440
H 3.447 -0.352 -3.118
N 0.782 0.702 0.721
C 0.234 0.815 1.946
O -0.953 0.594 2.145
C 1.288 1.207 2.976
O 2.464 1.160 2.637
N 0.903 1.607 4.198
C -0.433 1.638 4.752
H -1.168 1.362 4.001
C -0.494 0.666 5.938
H -1.461 0.736 6.438
O 0.477 0.979 6.909
C 1.775 0.937 6.362
H 2.458 1.203 7.170
C 1.914 1.918 5.193
H 2.896 1.834 4.726
H 1.755 2.940 5.549
H 2.004 -0.081 6.010
H -0.347 -0.361 5.571
H -0.630 2.655 5.112
H 1.778 0.907 0.569
C -2.930 -0.637 -2.720
O -2.604 -1.684 -3.612
H -3.735 -1.025 -2.093
H -3.313 0.234 -3.282
H -1.133 0.571 -4.453
H 0.377 -0.328 -4.517

Atoms 1-2, force components in eV/Å:
C -0.3 0.3 0.0
H 0.0 -0.1 0.0

---

(7)
The following is a DFT calculation (ωB97M-V with the def2-TZVPD basis set) of a cluster of 2 separate species, C5H14NO in total in a non-equilibrium geometry.

Output
- HOMO (eV) = -14.72
- orbital gap (eV) = 8.50
- net charge = +1
- relative energy (zero: lowest compared OMol25 entry of this formula, charge and spin) (kJ/mol) = 419.7

Element x y z (Å)
C -0.600 1.086 2.545
C 0.227 -0.123 2.213
C -0.440 -0.850 0.993
C 0.272 -0.500 -0.332
C -0.877 0.681 -2.374
N -0.680 0.378 -1.127
H -0.245 1.562 3.467
H -0.503 1.966 1.905
H -1.685 1.111 2.708
H 1.222 0.136 1.852
H 0.402 -0.929 2.932
H -0.482 -1.923 1.135
H -1.445 -0.460 0.887
H 1.048 0.256 -0.152
H 0.483 -1.369 -0.922
H -1.903 0.613 -2.796
H -0.053 0.735 -3.074
H -0.938 1.245 -0.607
H 2.738 -0.822 -3.194
H 1.635 -1.857 -3.140
O 1.824 -0.935 -2.919

Atoms 1-2, force components in eV/Å:
C 0.1 2.2 1.9
C -0.7 -1.5 -1.9

---

(8)
The following is a DFT calculation (ωB97M-V with the def2-TZVPD basis set) of a cluster of 3 separate species, C2H11NO2 in total in a non-equilibrium geometry.

Output
- HOMO (eV) = -8.86
- orbital gap (eV) = 9.45
- net charge = 0
- SMILES string = CCN.O.O
- relative energy (zero: lowest compared OMol25 entry of this formula, charge and spin) (kJ/mol) = 87.6

Element x y z (Å)
C 2.184 1.234 0.181
C 2.712 -0.168 0.618
N 1.572 -1.104 0.830
H 2.024 1.842 1.071
H 2.861 1.779 -0.489
H 1.287 1.122 -0.426
H 3.445 -0.641 -0.029
H 3.082 -0.003 1.629
H 0.865 -0.569 1.338
H 1.047 -1.163 -0.045
H -0.956 -0.455 -1.712
H -1.511 0.176 -0.470
O -0.916 -0.540 -0.753
H -4.911 1.156 -0.397
H -5.171 -0.317 -0.447
O -4.481 0.315 -0.589

Atoms 1-2, force components in eV/Å:
C 0.9 -0.4 -0.8
C -1.7 0.6 0.8

---

Please write out number 1 again, unchanged.
The following is a DFT calculation (ωB97M-V with the def2-TZVPD basis set) of a structure of composition C20H31I2LaNO3S2Tl in a non-equilibrium geometry.

Output
- HOMO (alpha / beta) (eV) = -19.04 / -19.05
- orbital gap (alpha / beta) (eV) = 4.48 / 4.20
- net charge = +4

Element x y z (Å)
I 2.172 -1.748 -3.394
I 1.150 -4.317 -3.003
Tl -1.919 -3.605 -0.748
La -0.318 0.015 -0.214
S -1.370 -1.306 -2.254
S 0.536 -2.563 0.194
C -1.970 2.325 -1.126
C -2.701 -0.996 -3.427
C 1.028 -2.748 1.918
C -3.119 -2.203 -4.273
C -3.861 -0.530 -2.550
C -2.152 0.143 -4.293
C 1.308 -4.247 2.176
C -0.110 -2.221 2.795
C 2.271 -1.866 2.096
C -4.368 -3.577 -1.431
C -2.164 -4.559 1.747
O -2.541 3.146 -1.727
O -5.344 -4.148 -1.567
O -2.533 -5.375 2.468
H -3.587 -2.998 -3.673
H -2.279 -2.607 -4.859
H -3.893 -1.875 -4.987
H -4.221 -1.358 -1.919
H -4.652 -0.200 -3.235
H -3.521 0.313 -1.927
H -1.911 1.005 -3.655
H -2.920 0.466 -5.004
H -1.257 -0.189 -4.841
H 1.710 -4.428 3.186
H 2.045 -4.656 1.464
H 0.388 -4.842 2.110
H 0.237 -2.340 3.830
H -1.049 -2.778 2.657
H -0.299 -1.140 2.642
H 2.658 -1.977 3.115
H 2.023 -0.796 2.003
H 3.072 -2.112 1.382
C 1.131 5.474 2.252
N 1.249 4.000 2.363
C 0.744 3.501 3.674
C 0.632 3.255 1.141
C 1.758 2.574 0.380
C 2.932 3.262 -0.026
C 3.965 2.544 -0.670
C 3.867 1.172 -0.925
C 2.762 0.479 -0.428
C 1.755 1.190 0.209
H 0.078 5.751 2.321
H 1.548 5.777 1.289
H 1.704 5.908 3.073
H 2.265 3.805 2.350
H -0.320 3.724 3.750
H 0.918 2.423 3.729
H 1.299 4.019 4.457
H -0.129 2.583 1.569
H 0.072 4.018 0.586
H 3.029 4.350 0.190
H 4.875 3.070 -0.957
H 4.639 0.624 -1.471
H 2.685 -0.611 -0.535

Atoms 1-2, force components in eV/Å:
I -0.5 -1.2 0.2
I 0.4 1.1 -0.3